# 1
A molecular structure, C8H11IrN2O5, computed with ωB97M-V/def2-TZVPD.

For the gap between HOMO and LUMO, the calculation gives 7.5968 eV. Its spin multiplicity is 1. The charge is +2. Its HOMO energy is -17.36 eV.

Element x y z (Å)
Ir (-2.307, 1.650, -1.063)
O (-1.713, -1.437, 1.100)
C (-1.130, -0.524, 0.279)
O (-2.014, -0.167, -0.766)
C (-0.784, 0.694, 1.175)
O (-1.122, 1.934, 0.476)
C (-0.117, 2.970, 0.206)
C (-0.576, 3.801, -0.986)
O (-0.146, 4.854, -1.269)
O (-1.545, 3.169, -1.777)
H (-2.090, -2.179, 0.599)
H (-1.416, 0.658, 2.060)
H (0.266, 0.737, 1.455)
H (-0.029, 3.593, 1.093)
H (0.837, 2.495, -0.030)
C (1.085, -2.250, 1.661)
C (1.015, -1.837, 0.236)
N (0.067, -1.109, -0.388)
C (0.382, -1.009, -1.743)
C (1.536, -1.677, -1.928)
N (1.902, -2.172, -0.694)
H (0.734, -1.472, 2.335)
H (2.113, -2.496, 1.921)
H (0.465, -3.132, 1.827)
H (-0.253, -0.510, -2.449)
H (2.117, -1.850, -2.818)
H (2.723, -2.734, -0.511)


# 2
2 unconnected molecules or ions with the total composition C8H11N2 at a distorted geometry, computed with ωB97M-V/def2-TZVPD.

For the gap between HOMO and LUMO, the calculation gives 9.1498 eV. Its spin multiplicity is 1. The charge is +1. Its HOMO energy is -12.07 eV.

Element x y z (Å)
C (1.647, 1.302, -0.120)
C (1.667, 0.412, -1.223)
C (-2.202, 1.165, -0.060)
C (2.200, -0.801, 0.686)
C (1.810, 0.611, 1.029)
C (1.956, -0.841, -0.770)
C (-3.093, -0.881, 0.008)
C (-1.738, -0.988, -0.087)
N (-3.325, 0.462, 0.130)
N (-1.253, 0.312, -0.297)
H (1.542, 2.414, 0.011)
H (1.518, 0.823, -2.287)
H (-2.003, 2.256, -0.046)
H (3.262, -0.806, 0.695)
H (1.888, -1.592, 1.404)
H (2.037, 0.919, 2.056)
H (1.883, -1.786, -1.389)
H (-3.652, -1.778, 0.038)
H (-1.238, -1.943, -0.101)
H (-4.144, 1.003, 0.378)
H (-0.332, 0.624, -0.598)


# 3
A gas-phase ion, C8H11N2O (charge +1) at a distorted geometry, computed with ωB97M-V/def2-TZVPD.

For the gap between HOMO and LUMO, the calculation gives 7.8356 eV. Its spin multiplicity is 1. The charge is +1. Its HOMO energy is -12.62 eV. The structure (SMILES) is N/C=C/CO/C=C1/C=CC=[NH+]1.

Element x y z (Å)
C (1.672, 1.917, -2.281)
C (1.573, 0.558, -2.558)
C (1.263, 2.132, -0.972)
C (-0.010, -2.347, 1.072)
C (-0.381, -0.953, 1.581)
C (0.847, -1.481, -1.210)
C (0.878, -0.051, -1.449)
C (-1.661, -0.520, 1.197)
N (0.881, 0.913, -0.543)
N (-2.122, 0.757, 1.448)
O (0.592, -2.357, -0.286)
H (2.014, 2.784, -2.840)
H (1.682, -0.010, -3.472)
H (0.930, 3.099, -0.633)
H (-0.955, -3.048, 0.893)
H (0.680, -2.960, 1.689)
H (0.352, -0.356, 2.160)
H (1.157, -2.097, -2.034)
H (-2.367, -1.127, 0.672)
H (-1.784, 1.240, 2.303)
H (0.608, 0.793, 0.423)
H (-3.125, 0.753, 1.499)


# 4
A gas-phase ion, C8H11N2O3S (charge +1) at a distorted geometry, computed with ωB97M-V/def2-TZVPD.

For the gap between HOMO and LUMO (spin up / spin down), the calculation gives 6.7703 / 6.7725 eV. Its spin multiplicity is 1. The charge is +1. Its HOMO energy (spin up / spin down) is -12.47 / -12.47 eV. The structure (SMILES) is COc1[n+]#cc(C)cc1N=[S@@](C)(=O)O.

Element x y z (Å)
C (-2.550, 0.663, 0.299)
C (-1.593, -1.200, 0.044)
C (-2.878, -0.621, 0.024)
C (-0.317, -0.559, 0.139)
C (-0.323, 0.894, 0.175)
C (-4.303, -1.075, -0.092)
C (0.846, 2.945, -0.316)
C (3.434, -1.905, -0.009)
N (-1.540, 1.364, 0.254)
N (0.814, -1.232, 0.111)
O (2.381, 0.345, -1.236)
O (2.757, 0.251, 1.179)
O (0.791, 1.644, 0.277)
S (2.216, -0.558, -0.117)
H (-1.633, -2.364, 0.002)
H (2.566, 1.246, 1.232)
H (-4.744, -0.304, -0.810)
H (-5.053, -1.222, 0.648)
H (-4.407, -2.144, -0.527)
H (1.828, 3.181, -0.599)
H (0.671, 3.773, 0.486)
H (0.098, 3.231, -0.979)
H (2.927, -2.770, -0.345)
H (4.262, -1.685, -0.772)
H (3.752, -1.898, 0.933)


# 5
A single C8H11N2OPS molecule at a distorted geometry, computed with ωB97M-V/def2-TZVPD.

For the gap between HOMO and LUMO (spin up / spin down), the calculation gives 6.8100 / 5.8443 eV. Its spin multiplicity is 1. Its HOMO energy (spin up / spin down) is -8.77 / -8.11 eV.

Element x y z (Å)
C (3.386, -0.037, 0.686)
C (4.012, -1.314, 0.883)
C (2.119, 0.016, 0.175)
C (3.423, -2.428, 0.378)
C (1.449, -1.140, -0.320)
C (2.137, -2.431, -0.211)
C (-2.022, 2.327, 0.050)
C (-1.875, 0.308, 1.246)
N (0.131, -0.961, -0.837)
N (-1.247, 1.161, 0.226)
O (0.098, 1.569, -1.876)
P (-0.762, 0.503, -1.347)
S (1.464, -3.899, -0.730)
H (3.813, 0.948, 1.025)
H (5.043, -1.312, 1.325)
H (1.713, 0.992, 0.091)
H (3.932, -3.431, 0.500)
H (-1.815, 2.884, -0.910)
H (-2.994, 1.944, -0.222)
H (-2.109, 2.920, 0.991)
H (-1.763, -0.754, 0.912)
H (-1.541, 0.440, 2.324)
H (-2.990, 0.516, 1.387)
H (-0.167, -1.797, -1.305)


For the records above, the corresponding relative energy (zero: lowest compared OMol25 entry of this formula, charge and spin) values read 0.0; 35.4; 82.9; 133.3; 66.1 kcal/mol.
For the records above, the corresponding electronic energy values read -24510.97549; -11446.29549; -13492.77549; -28419.55278; -33624.32084 eV.